11
Properties=species:S:1:pos:R:3:forces:R:3 method="wB97M-V/def2-TZVPD" relative_energy_ev=4.0937 homo_ev="-7.60 / -7.61" charge=0 energy_ev=-18024.147 max_force_ha_per_bohr=0.0670 orbital_gap_ha="0.2383 / 0.2384"
N 0.013 -2.525 -0.288 -0.13 -1.86 -0.68
C 0.138 -1.371 -0.069 -2.01 -0.68 0.21
C 0.971 -0.369 0.159 -1.17 3.23 -0.31
C 0.779 1.007 -0.019 -1.10 -0.91 -0.19
C -0.436 1.705 -0.335 1.02 2.07 0.04
N -1.677 1.327 -0.114 0.11 0.78 0.06
S -2.255 -0.085 0.244 0.50 -1.62 -0.04
H -0.561 -3.226 0.140 -0.39 0.06 -0.01
H 1.797 -0.824 0.587 2.18 0.01 0.86
H 1.686 1.511 0.239 0.15 1.02 -0.23
H -0.456 2.848 -0.544 0.85 -2.09 0.29


12
Properties=species:S:1:pos:R:3:forces:R:3 method="wB97M-V/def2-TZVPD" relative_energy_ev=5.0695 homo_ev=-9.20 charge=0 energy_ev=-28858.470 max_force_ha_per_bohr=0.1452 orbital_gap_ha=0.2231
S 0.246 2.445 -0.263 1.97 -3.68 1.51
C 0.890 0.877 0.164 0.21 2.57 -2.39
C 2.189 0.300 -0.217 -2.10 -6.14 -2.68
N 2.075 -1.045 -0.727 -1.18 5.99 4.30
N 0.716 -1.482 -0.171 -0.84 4.78 0.29
C 0.117 -0.324 0.239 -0.56 -3.90 0.05
C -1.276 -0.222 0.720 -2.33 -2.54 1.55
S -2.415 0.124 -0.589 -1.10 -0.04 -1.81
H 3.059 0.799 -0.274 2.92 1.62 -0.56
H -1.660 -1.224 1.266 1.16 2.43 -0.99
H -1.674 0.694 1.246 1.77 -0.99 0.60
H -2.269 -0.941 -1.393 0.11 -0.09 0.13


12
Properties=species:S:1:pos:R:3:forces:R:3 method="wB97M-V/def2-TZVPD" relative_energy_ev=2.2202 homo_ev=-9.30 charge=0 energy_ev=-28861.319 max_force_ha_per_bohr=0.0755 orbital_gap_ha=0.2727
C 2.640 -1.317 0.010 -0.71 -3.80 -0.37
S 2.404 0.379 -0.094 -2.61 0.63 0.47
C 0.598 0.250 0.052 2.68 0.47 1.03
N -0.195 -0.728 0.269 -1.51 -0.01 -1.14
C -1.502 -0.056 0.077 2.07 0.30 0.22
S -2.937 -0.654 -0.100 -1.44 -1.09 0.00
C -1.189 1.402 -0.023 0.70 1.53 1.18
N 0.085 1.530 0.084 -1.36 2.20 -1.10
H 2.010 -1.807 -0.781 0.71 0.47 0.28
H 3.688 -1.568 -0.248 -0.57 -0.04 0.69
H 2.162 -1.854 0.916 1.46 1.21 -0.88
H -1.839 2.341 0.047 0.60 -1.88 -0.38